A | Formula: C4H3NO2S
Source: OMol25
Level of theory: ωB97M-V/def2-TZVPD

Geometry as XYZ:
```
11
Properties=species:S:1:pos:R:3:nbo_charge:R:1
C -0.5750 -3.5385 -1.8319 0.9227
C 0.5184 0.8129 -0.5813 -0.4562
C -0.1540 -0.3103 -0.8308 0.1951
C -1.1028 -1.1703 -1.4795 0.5266
N -0.6372 -2.3884 -1.8658 -0.5770
O -0.3624 -4.6755 -1.8856 -0.4777
O -2.2484 -0.7297 -1.6659 -0.4706
S -0.6513 -1.9192 1.5147 -0.2848
H 0.8337 0.9554 0.4594 0.2608
H 0.7554 1.6232 -1.2509 0.2551
H 0.3029 -1.1900 2.0547 0.1061
```

Properties
highest occupied orbital energy (spin up / spin down): -9.44 / -9.44 eV
molar mass: 129.1 g/mol
2S+1: 1
LUMO energy (spin up / spin down): -2.77 / -2.77 eV
HOMO-LUMO gap (spin up / spin down): 6.67 / 6.67 eV

***

B | Formula: C4H3NO2S
Source: OMol25
Level of theory: ωB97M-V/def2-TZVPD

Geometry as XYZ:
```
11
Properties=species:S:1:pos:R:3:nbo_charge:R:1
C 0.0518 0.4160 0.1894 -0.0157
C 0.9974 -0.9118 0.4347 -0.2749
C -0.8141 -0.1992 -1.0017 0.3875
C 0.5775 1.7480 -0.0443 0.2544
H -1.7983 0.0235 1.3606 0.5315
H 0.1550 -2.1626 0.8442 0.3010
H -0.2866 -0.5226 -2.0288 0.1974
N 1.0394 2.7271 -0.4672 -0.2396
O -0.7584 0.4972 1.3793 -0.7199
O -1.8074 -0.9542 -0.6002 -0.5298
S 2.6437 -0.6613 -0.0661 0.1081
```

Properties
highest occupied orbital energy: -9.66 eV
molar mass: 129.1 g/mol
2S+1: 1
LUMO energy: -1.91 eV
HOMO-LUMO gap: 7.75 eV

***

Quick one: most stable of them? A

***

A | Formula: C21H38N
Source: OMol25
Level of theory: ωB97M-V/def2-TZVPD

Geometry as XYZ:
```
60
Properties=species:S:1:pos:R:3:nbo_charge:R:1
C -2.7828 -3.6432 -1.2677 -0.6015
C -1.9744 -3.3940 -0.0296 -0.3840
C -0.5659 -2.7230 -0.2558 -0.3747
C 0.0284 -2.5458 1.0698 -0.3914
C 1.3811 -2.0568 0.7735 -0.3421
C 2.3279 -2.9270 0.3789 -0.5020
C 3.7221 -2.4165 0.4684 -0.3344
C 3.9504 -1.0166 -0.6939 -0.3972
C 3.8542 0.2918 0.1343 -0.3740
C 3.5163 1.4070 -0.6400 -0.4047
C 3.2513 2.9229 0.2221 -0.3634
C 2.3813 3.9130 -0.5825 -0.4468
C 1.0901 3.2162 -0.9985 -0.3702
C 0.3085 2.8351 0.2930 -0.3309
C -1.1403 2.3600 -0.3036 -0.2604
H -1.1557 1.7318 -0.9537 0.1655
H -1.6612 3.1171 -0.3581 0.1721
C -1.8761 1.5373 1.0173 -0.2360
N -3.0745 1.3240 0.4613 -0.2468
C -4.2365 2.0844 0.8870 0.1505
C -5.5273 1.7298 0.2451 -0.2334
C -5.8150 0.6508 -0.2117 -0.1456
C -4.6211 -0.1647 -0.5605 -0.1634
C -3.4280 0.1336 0.0136 0.0141
H -2.5003 -0.3681 -0.5742 0.2318
H -4.6526 -1.1830 -1.1646 0.2737
H -6.6744 0.1092 -0.7132 0.2775
H -6.2548 2.5732 0.5183 0.2556
H -4.0771 2.9044 1.4350 0.2159
H -1.8623 2.1631 1.9099 0.2297
H -1.2588 0.7974 1.1119 0.2281
H 0.2169 3.4059 0.9790 0.1691
H 0.8349 1.8821 0.5951 0.1984
H 0.5103 4.1584 -1.2509 0.2017
H 1.0829 2.6394 -1.7238 0.1928
H 3.0490 4.3542 -1.3411 0.2234
H 2.4480 4.6755 0.0276 0.2206
H 2.8459 2.4897 1.4261 0.1738
H 4.2779 3.1761 0.4484 0.2111
H 2.4158 1.3249 -1.0165 0.1717
H 4.2881 1.5468 -1.2626 0.2084
H 3.0559 0.2296 1.2882 0.1395
H 4.7838 0.4266 0.7069 0.2108
H 4.8765 -1.2175 -1.0719 0.2074
H 3.0840 -0.9755 -1.4061 0.1886
H 4.6145 -3.1448 -0.0934 0.1958
H 4.2214 -2.1778 1.3624 0.2082
H 2.5107 -3.9090 0.9508 0.2452
H 2.1207 -3.0021 -0.7976 0.2185
H 1.5785 -1.4918 1.9584 0.1638
H 1.2954 -0.9462 0.2425 0.2007
H 0.0968 -3.3973 1.6115 0.2078
H -0.4703 -1.7802 1.5913 0.1799
H -0.0693 -3.6202 -0.6937 0.2108
H -0.6578 -1.9689 -0.7177 0.1624
H -2.0071 -4.2268 0.7339 0.2190
H -2.7498 -2.7645 0.5198 0.1636
H -2.9651 -2.7308 -1.9015 0.1731
H -2.2640 -4.2955 -1.9032 0.2102
H -3.6967 -4.0237 -0.8937 0.2122
```

Properties
highest occupied orbital energy: -11.20 eV
molar mass: 304.5 g/mol
net charge: +1
2S+1: 1
LUMO energy: -4.97 eV
HOMO-LUMO gap: 6.24 eV

***

B | Formula: C21H38N
Source: OMol25
Level of theory: ωB97M-V/def2-TZVPD

Geometry as XYZ:
```
60
Properties=species:S:1:pos:R:3:nbo_charge:R:1
C -9.5657 -1.7750 0.0917 -0.5898
C -8.1366 -1.0907 0.2839 -0.3643
C -6.9617 -1.9714 0.2291 -0.3816
C -5.7235 -1.4562 0.5858 -0.4090
C -5.2512 -0.6235 -0.6010 -0.2531
C -3.9429 0.0070 -0.0659 -0.4608
C -3.4942 0.9617 -1.0045 -0.3263
C -2.0819 1.7536 -0.9524 -0.3410
C -0.9484 0.7710 -0.9731 -0.3475
C 0.5121 1.3777 -0.7909 -0.4142
C 0.7000 2.1878 0.6273 -0.4404
C 1.9454 2.9018 0.5812 -0.3419
C 3.3469 1.8551 0.2139 -0.4202
C 3.5948 0.9383 1.2938 -0.3679
C 4.9744 0.2576 1.0100 -0.4157
H 5.0534 -0.5297 2.0246 0.1953
H 5.7530 0.9007 1.3718 0.2250
C 5.1946 -0.3949 -0.1660 -0.2220
N 6.6633 -0.8149 -0.3747 -0.1940
C 7.5752 -0.1035 -0.5213 0.0935
C 8.8423 -0.6547 -0.7305 -0.1626
C 8.9848 -1.8836 -0.1354 -0.1577
C 8.0004 -2.6475 0.1062 -0.2102
C 6.6833 -2.1533 0.2071 0.0811
H 5.8669 -2.6072 0.0498 0.2032
H 8.2102 -3.7744 0.3158 0.2663
H 10.1089 -2.5781 -0.2883 0.2665
H 9.7476 0.1542 -0.9439 0.2816
H 7.3157 0.8385 -0.7940 0.2262
H 5.1781 0.3909 -0.9422 0.2102
H 4.5005 -1.0065 -0.4917 0.2314
H 2.8130 0.0391 0.9336 0.1736
H 3.4666 1.2199 2.3082 0.2471
H 3.2341 1.5728 -0.7308 0.2005
H 4.1341 2.6637 0.4036 0.1951
H 2.1937 3.4062 1.7327 0.1957
H 1.9916 3.6623 -0.1683 0.2050
H -0.0618 2.6673 1.1631 0.2388
H 0.7709 1.2172 1.3503 0.1772
H 0.4107 2.3587 -1.4212 0.2062
H 1.3194 0.6108 -0.8804 0.2055
H -1.1292 0.0930 0.1708 0.1493
H -1.0432 0.1562 -1.7928 0.1984
H -1.9171 2.3932 -1.5207 0.1539
H -2.2333 2.2450 0.0896 0.1688
H -3.9955 1.8154 -1.2834 0.2050
H -3.2472 0.4754 -2.0946 0.1514
H -3.7841 0.4401 0.8962 0.2120
H -3.1609 -0.6487 -0.1518 0.2035
H -6.1034 0.4567 -0.4816 0.1441
H -5.2194 -0.9005 -1.4660 0.1643
H -5.0115 -2.1733 0.6838 0.1993
H -5.6803 -0.8439 1.4707 0.2063
H -7.2581 -2.9490 1.0677 0.1484
H -6.9369 -2.5829 -0.6198 0.2119
H -8.2891 -0.5023 1.4763 0.1783
H -8.1560 -0.3621 -0.5289 0.2035
H -9.6807 -2.2424 -0.9183 0.1946
H -9.7838 -2.4458 0.7743 0.1949
H -10.2887 -1.0725 0.3213 0.2072
```

Properties
highest occupied orbital energy: -10.83 eV
molar mass: 304.5 g/mol
net charge: +1
2S+1: 1
LUMO energy: -4.75 eV
HOMO-LUMO gap: 6.09 eV

***

Quick one: most stable of them? B

***

A | Formula: CH6N2S
Source: OMol25
Level of theory: ωB97M-V/def2-TZVPD

Geometry as XYZ:
```
10
Properties=species:S:1:pos:R:3:nbo_charge:R:1
S -0.4417 0.0879 2.1858 -0.2775
H -0.0857 -0.8928 1.3438 0.1497
N 1.4866 0.0346 -1.2046 -0.6952
C 0.4978 -0.1143 -1.9738 0.2776
N -0.8209 0.0047 -1.5288 -0.8335
H -1.6909 0.1369 1.6654 0.1337
H 2.3396 -0.1933 -1.7209 0.3415
H 0.5036 -0.4024 -3.0286 0.1403
H -1.3895 0.5582 -2.1247 0.3811
H -0.8387 0.1788 -0.5465 0.3823
```

Properties
highest occupied orbital energy: -9.59 eV
molar mass: 78.1 g/mol
SMILES string: [H]/N=C/N.S
2S+1: 1
LUMO energy: 0.97 eV
HOMO-LUMO gap: 10.56 eV

***

B | Formula: CH6N2S
Source: OMol25
Level of theory: ωB97M-V/def2-TZVPD

Geometry as XYZ:
```
10
Properties=species:S:1:pos:R:3:nbo_charge:R:1
C 0.0025 -0.7926 0.1537 -0.0145
N -1.2788 1.2298 0.2056 -0.6278
N -0.8229 0.0680 -0.4285 -0.3716
S 2.5706 0.1760 -0.0595 -0.6856
H 0.0972 -0.8163 1.2204 0.2201
H 0.3847 -1.6003 -0.4368 0.2332
H -0.9656 1.2369 1.1721 0.3697
H -2.2959 1.2655 0.1683 0.3647
H -0.7799 0.1714 -1.4354 0.4073
H 3.0880 -0.9385 -0.5598 0.1045
```

Properties
highest occupied orbital energy (spin up / spin down): -7.49 / -7.49 eV
molar mass: 78.1 g/mol
2S+1: 1
LUMO energy (spin up / spin down): 0.01 / 0.01 eV
HOMO-LUMO gap (spin up / spin down): 7.51 / 7.51 eV

***

Quick one: most stable of them? A

***

A | Formula: CH3NO3S
Source: OMol25
Level of theory: ωB97M-V/def2-TZVPD

Geometry as XYZ:
```
9
Properties=species:S:1:pos:R:3:nbo_charge:R:1
C 0.1496 -2.4160 0.8947 0.6442
N 0.1121 1.1619 -1.3814 -0.4951
O 0.4600 -1.1756 0.5456 -0.7710
O 0.5315 -3.4002 0.3421 -0.5668
O 0.6186 -0.1070 -1.8285 -0.5556
S 1.5578 -0.9019 -0.7625 0.9351
H -0.5297 -2.4128 1.7573 0.1181
H 0.8639 1.7081 -0.9568 0.3417
H -0.5725 0.9738 -0.6463 0.3495
```

Properties
highest occupied orbital energy (spin up / spin down): -6.05 / -10.85 eV
molar mass: 109.1 g/mol
2S+1: 3
<S²>: 2.005
LUMO energy (spin up / spin down): 0.62 / -2.72 eV
HOMO-LUMO gap (spin up / spin down): 6.67 / 8.13 eV

***

B | Formula: CH3NO3S
Source: OMol25
Level of theory: ωB97M-V/def2-TZVPD

Geometry as XYZ:
```
9
Properties=species:S:1:pos:R:3:nbo_charge:R:1
C -1.3939 0.4560 -0.6457 -0.2295
N 1.4174 -0.0413 -0.7635 -0.5096
O -0.6160 0.2923 2.1135 -0.8318
O -0.1486 -1.7150 0.8012 -0.8906
O 0.6599 0.5345 0.2099 -0.5585
S -0.5866 -0.3633 0.8285 2.1448
H -1.9035 1.2140 -0.0876 0.1489
H 1.3253 -0.9909 -0.9339 0.3713
H 1.2460 0.6137 -1.5224 0.3550
```

Properties
highest occupied orbital energy (spin up / spin down): -9.37 / -9.69 eV
molar mass: 109.1 g/mol
2S+1: 3
<S²>: 2.012
LUMO energy (spin up / spin down): 0.09 / -3.40 eV
HOMO-LUMO gap (spin up / spin down): 9.45 / 6.29 eV

***

Quick one: most stable of them? A

***

A | Formula: CH3BrO2
Source: OMol25
Level of theory: ωB97M-V/def2-TZVPD

Geometry as XYZ:
```
7
Properties=species:S:1:pos:R:3:nbo_charge:R:1
C 0.1479 0.0004 -0.0337 0.4881
O -0.6236 -0.6986 -0.8735 -0.6731
O -0.0891 1.2442 0.1392 -0.6823
Br 2.0060 -0.4497 0.1065 -0.0210
H -0.9123 -0.2152 2.0248 -0.0915
H -0.2757 -1.5840 -0.6997 0.5030
H -0.2533 1.7030 -0.6636 0.4768
```

Properties
highest occupied orbital energy (spin up / spin down): -7.69 / -9.76 eV
molar mass: 126.9 g/mol
2S+1: 1
LUMO energy (spin up / spin down): -0.31 / 0.16 eV
HOMO-LUMO gap (spin up / spin down): 7.38 / 9.92 eV

***

B | Formula: CH3BrO2
Source: OMol25
Level of theory: ωB97M-V/def2-TZVPD

Geometry as XYZ:
```
7
Properties=species:S:1:pos:R:3:nbo_charge:R:1
C -1.3472 -0.1156 0.8989 0.2842
O -0.5449 0.7439 1.1058 -0.4930
O 1.9366 0.1763 -1.7731 -0.7835
Br 2.3473 -0.3843 -0.1109 0.3043
H -1.9357 -0.1650 -0.0362 0.0997
H 1.1063 0.6604 -1.7023 0.4815
H -1.5624 -0.9158 1.6179 0.1068
```

Properties
highest occupied orbital energy: -9.97 eV
molar mass: 126.9 g/mol
SMILES string: C=O.OBr
2S+1: 1
LUMO energy: -0.13 eV
HOMO-LUMO gap: 9.83 eV

***

Quick one: most stable of them? B

***

A | Formula: CHN3O3
Source: OMol25
Level of theory: ωB97M-V/def2-TZVPD

Geometry as XYZ:
```
8
Properties=species:S:1:pos:R:3:nbo_charge:R:1
C 1.9355 -0.0710 -1.5491 0.2278
N 3.0896 -0.0613 -1.8496 -0.0555
N 0.7362 -0.0911 -1.2933 -0.1451
N -0.2254 -0.4013 1.7559 0.7174
O -0.8674 0.2502 0.7280 -0.5147
O -0.9633 -0.6218 2.6801 -0.3316
O 0.9554 -0.5864 1.6345 -0.3795
H -0.3867 -0.1035 -0.0001 0.4813
```

Properties
highest occupied orbital energy (spin up / spin down): -11.69 / -11.72 eV
molar mass: 103.0 g/mol
2S+1: 1
LUMO energy (spin up / spin down): -4.08 / -4.08 eV
HOMO-LUMO gap (spin up / spin down): 7.60 / 7.63 eV

***

B | Formula: CHN3O3
Source: OMol25
Level of theory: ωB97M-V/def2-TZVPD

Geometry as XYZ:
```
8
Properties=species:S:1:pos:R:3:nbo_charge:R:1
C 0.0836 0.8769 0.0516 0.6524
H 2.1535 -1.2330 0.5770 0.4951
N 0.4970 -0.4325 0.2303 0.0651
N -1.6982 -0.4430 -0.0972 0.2086
N -1.3322 0.7607 -0.0596 -0.2497
O 1.6650 -0.9732 -0.2534 -0.4718
O -0.6211 -1.2547 0.0796 -0.1671
O 0.8409 1.8248 -0.0014 -0.5326
```

Properties
highest occupied orbital energy: -10.70 eV
molar mass: 103.0 g/mol
SMILES string: O=c1nnon1O
2S+1: 1
LUMO energy: -0.73 eV
HOMO-LUMO gap: 9.97 eV

***

Quick one: most stable of them? B